(1)
Here is CH2FNO2 as an isolated structure at a distorted geometry from the Open Molecules 2025 dataset. Energies are from ωB97M-V/def2-TZVPD.

Calculated values
frontier orbital gap = 9.9 eV
LUMO = -0.0213 hartree
net charge = 0
molar mass = 79.0 g mol⁻¹
E_tot = -9364.01956 eV
ΔE to the lowest compared entry with this formula, charge and spin = 142.5 kcal/mol

Positions of all 7 atoms, in Å:
C  0.05  -0.82  0.29
N  0.27  0.43  0.54
O  0.59  1.15  1.44
O  0.07  1.13  -1.07
F  -1.23  0.85  -1.49
H  -0.03  -1.08  -0.77
H  0.29  -1.67  1.06

natural (NBO) atomic charge list, values in e, 4 entries:
1 C -0.228
2 N 0.327
3 O -0.290
4 O -0.134

=====

(2)
Here is a 17-piece molecular cluster, C73H173N11O17 overall at a distorted geometry from the Open Molecules 2025 dataset. Energies are from ωB97M-V/def2-TZVPD.

Calculated values
frontier orbital gap = 8.5 eV
LUMO = 0.0134 hartree
net charge = 0
molar mass = 1477.2 g mol⁻¹
E_tot = -129693.66355 eV
ΔE to the lowest compared entry with this formula, charge and spin = 75.3 kcal/mol

Positions of all 274 atoms, in Å:
C  -6.72  0.56  -1.86
O  -6.14  0.70  -2.91
N  -6.70  -0.61  -1.14
N  -7.46  1.57  -1.30
H  -5.98  -1.27  -1.49
H  -6.77  -0.57  -0.14
H  -7.64  2.37  -1.86
H  -7.91  1.64  -0.33
C  1.56  2.24  2.04
O  0.58  2.43  2.79
N  2.74  2.85  2.18
N  1.50  1.41  1.05
H  3.50  2.51  1.64
H  2.82  3.10  3.14
H  2.29  1.27  0.44
H  0.70  0.85  0.88
C  2.93  -6.60  -1.20
C  1.61  -6.78  -2.04
C  0.47  -6.99  -1.01
C  -0.92  -6.87  -1.62
C  -1.09  -5.50  -2.25
C  -0.03  -5.27  -3.30
N  1.27  -5.58  -2.73
O  2.20  -5.24  -3.76
C  -0.42  -6.05  -4.65
C  -0.03  -3.72  -3.68
C  1.89  -8.03  -2.85
H  3.23  -7.47  -0.55
H  2.88  -5.73  -0.54
H  3.84  -6.43  -1.81
H  0.62  -7.96  -0.48
H  0.59  -6.16  -0.30
H  -1.75  -7.09  -0.87
H  -1.10  -7.61  -2.41
H  -1.09  -4.73  -1.46
H  -2.14  -5.45  -2.62
H  -0.51  -7.11  -4.60
H  -1.39  -5.64  -5.01
H  0.22  -5.73  -5.36
H  -1.06  -3.45  -3.83
H  0.28  -3.15  -2.81
H  0.63  -3.40  -4.47
H  1.12  -8.26  -3.57
H  2.14  -8.82  -2.17
H  2.82  -7.85  -3.41
H  2.24  -6.01  -4.39
C  -3.79  9.90  -0.96
C  -4.30  8.62  -1.64
C  -4.96  9.00  -3.03
C  -5.31  7.79  -3.84
C  -3.99  7.01  -4.03
C  -3.33  6.47  -2.62
N  -3.16  7.73  -1.87
O  -2.47  7.46  -0.63
C  -4.24  5.37  -2.00
C  -1.98  5.87  -2.91
C  -5.41  8.05  -0.76
H  -3.78  9.70  0.09
H  -4.50  10.74  -1.16
H  -2.78  10.20  -1.21
H  -5.83  9.64  -2.77
H  -4.26  9.63  -3.58
H  -5.64  7.97  -4.87
H  -6.11  7.28  -3.39
H  -3.23  7.55  -4.53
H  -4.24  6.17  -4.68
H  -5.24  5.68  -1.90
H  -4.21  4.44  -2.57
H  -3.94  5.05  -1.00
H  -1.49  5.49  -2.07
H  -2.01  5.06  -3.65
H  -1.20  6.66  -3.22
H  -6.32  8.08  -1.38
H  -5.58  8.63  0.17
H  -5.10  7.07  -0.48
H  -3.09  7.26  0.16
C  -2.68  -4.44  7.07
C  -1.96  -3.88  5.80
C  -0.46  -3.75  6.12
C  0.22  -5.11  6.16
C  -0.04  -5.84  4.88
C  -1.51  -6.01  4.47
N  -2.16  -4.70  4.55
O  -3.46  -4.94  4.22
C  -1.47  -6.43  2.94
C  -2.21  -7.20  5.20
C  -2.59  -2.57  5.50
H  -2.34  -5.48  7.15
H  -3.75  -4.45  6.77
H  -2.35  -3.98  8.03
H  0.04  -3.09  5.41
H  -0.44  -3.27  7.11
H  -0.04  -5.68  7.08
H  1.35  -4.99  6.10
H  0.38  -6.85  4.99
H  0.52  -5.37  4.07
H  -1.06  -5.58  2.42
H  -0.83  -7.36  2.85
H  -2.46  -6.69  2.65
H  -2.50  -6.95  6.24
H  -3.08  -7.35  4.59
H  -1.53  -8.00  5.35
H  -2.77  -2.03  6.40
H  -3.57  -2.84  5.20
H  -2.01  -2.04  4.75
H  -3.62  -4.49  3.41
C  4.48  3.75  -5.47
C  3.50  4.21  -4.38
C  2.51  3.08  -4.11
C  1.57  3.45  -2.96
C  2.49  3.44  -1.73
C  3.50  4.59  -1.87
N  4.29  4.38  -3.11
O  5.17  5.50  -3.28
C  2.87  6.01  -1.88
C  4.42  4.47  -0.65
C  2.82  5.53  -4.88
H  4.01  3.69  -6.41
H  5.01  2.89  -5.08
H  5.22  4.56  -5.61
H  1.96  3.00  -5.05
H  3.08  2.18  -3.89
H  0.86  2.67  -2.78
H  1.04  4.36  -3.21
H  2.95  2.49  -1.69
H  1.94  3.66  -0.79
H  3.63  6.74  -2.18
H  2.07  6.16  -2.59
H  2.56  6.38  -0.88
H  5.20  5.20  -0.58
H  3.72  4.60  0.23
H  4.90  3.51  -0.63
H  1.91  5.79  -4.38
H  2.63  5.65  -5.94
H  3.64  6.27  -4.70
H  6.01  5.02  -3.34
C  -2.99  -1.48  1.54
C  -1.61  -0.93  1.16
C  -1.05  -1.53  -0.11
C  -1.92  -1.16  -1.29
C  -1.81  0.36  -1.58
C  -2.27  1.16  -0.28
N  -1.54  0.52  0.89
O  -1.90  1.14  2.08
C  -1.79  2.57  -0.32
C  -3.76  1.30  -0.03
C  -0.53  -1.27  2.21
H  -3.66  -0.76  2.15
H  -2.87  -2.36  2.18
H  -3.51  -1.79  0.62
H  -0.02  -1.20  -0.20
H  -0.96  -2.60  0.09
H  -2.97  -1.40  -1.14
H  -1.64  -1.73  -2.19
H  -2.45  0.59  -2.42
H  -0.83  0.72  -1.88
H  -2.18  3.16  -1.14
H  -2.08  3.00  0.63
H  -0.70  2.60  -0.41
H  -3.98  2.04  0.73
H  -4.19  1.76  -0.91
H  -4.25  0.37  0.23
H  -0.65  -0.85  3.24
H  0.42  -0.89  1.92
H  -0.36  -2.30  2.41
H  -1.06  1.58  2.22
C  4.95  -1.84  7.32
C  4.48  -0.39  7.42
C  5.28  0.58  6.55
C  5.12  0.41  5.04
C  3.61  0.60  4.74
C  2.69  -0.31  5.53
N  3.11  -0.11  6.95
O  2.24  -0.98  7.79
C  1.23  0.07  5.37
C  2.78  -1.78  5.01
C  4.49  0.03  8.88
H  5.22  -2.08  6.25
H  4.14  -2.46  7.62
H  5.89  -1.98  7.86
H  4.95  1.57  6.83
H  6.36  0.53  6.83
H  5.55  -0.56  4.64
H  5.62  1.31  4.58
H  3.31  0.61  3.70
H  3.49  1.63  5.00
H  1.01  1.06  5.81
H  1.13  0.07  4.29
H  0.49  -0.61  5.90
H  2.18  -2.39  5.64
H  2.29  -1.96  4.05
H  3.84  -2.13  4.84
H  5.52  0.19  9.23
H  3.94  -0.70  9.47
H  4.13  1.07  9.07
H  1.65  -0.29  8.06
C  5.44  -4.16  -2.83
C  6.11  -2.78  -2.81
C  5.91  -1.97  -4.13
C  4.54  -1.42  -4.41
C  4.15  -0.51  -3.15
C  4.15  -1.35  -1.82
N  5.58  -1.98  -1.69
O  5.63  -2.84  -0.54
C  4.07  -0.43  -0.67
C  3.05  -2.48  -1.82
C  7.55  -3.02  -2.49
H  4.35  -4.24  -2.91
H  5.61  -4.64  -1.84
H  5.84  -4.79  -3.65
H  6.54  -1.11  -4.01
H  6.23  -2.61  -4.96
H  3.73  -2.21  -4.64
H  4.64  -0.69  -5.24
H  3.18  0.03  -3.29
H  4.95  0.26  -3.08
H  3.84  -0.94  0.27
H  4.90  0.28  -0.58
H  3.12  0.12  -0.81
H  3.18  -3.29  -1.11
H  2.16  -1.97  -1.46
H  2.83  -2.97  -2.73
H  8.12  -2.03  -2.53
H  7.91  -3.73  -3.18
H  7.55  -3.53  -1.54
H  5.93  -2.22  0.17
C  -5.56  0.70  -6.31
O  -5.06  0.03  -5.14
H  -6.28  0.02  -6.73
H  -5.94  1.71  -6.04
H  -4.75  0.78  -7.05
H  -5.46  0.34  -4.30
C  -1.57  5.72  1.54
O  -3.03  5.67  1.60
H  -1.21  5.29  0.60
H  -1.35  6.76  1.70
H  -1.20  5.15  2.33
H  -3.34  5.24  0.83
C  -5.41  -3.63  -2.52
O  -4.73  -2.43  -2.08
H  -5.20  -3.93  -3.54
H  -5.22  -4.44  -1.83
H  -6.52  -3.43  -2.35
H  -4.22  -2.08  -2.85
C  4.70  -3.34  2.10
O  5.31  -2.05  1.90
H  5.25  -3.94  2.82
H  3.62  -3.31  2.37
H  4.85  -3.79  1.14
H  5.24  -1.48  2.67
C  0.53  0.15  -4.68
O  0.02  1.35  -5.28
H  0.87  0.35  -3.66
H  -0.21  -0.66  -4.68
H  1.36  -0.18  -5.33
H  -0.80  1.52  -4.83
C  -5.88  2.98  3.06
O  -5.06  3.42  2.04
H  -5.49  3.19  4.04
H  -6.81  3.55  2.94
H  -6.11  1.89  2.93
H  -4.69  4.21  2.36
C  -2.57  3.66  4.11
O  -1.18  3.99  4.21
H  -2.81  2.99  4.98
H  -3.12  4.63  4.37
H  -2.80  3.35  3.08
H  -0.58  3.33  3.78
C  -3.24  -2.56  -5.55
O  -3.14  -1.73  -4.41
H  -2.69  -3.44  -5.37
H  -4.31  -2.83  -5.75
H  -2.79  -2.11  -6.41
H  -3.70  -0.95  -4.61

Löwdin atomic charge list, values in e, 4 entries:
1 C -0.652
2 O 0.036
3 N 0.167
4 N 0.147